[1]
A molecular structure, C27H29BFeO4 in a non-equilibrium geometry. Source: OMol25; level of theory: wB97M-V/def2-TZVPD.

For the HOMO-LUMO gap (alpha / beta), the calculation gives 5.81 / 8.23 eV. The calculated total energy comes out at -2635.3790 hartree. As for the net charge: 0. Its spin multiplicity is 5.

Each line ends with the Mulliken spin population.
Cartesian coordinates (Å):
C1 5.024 -1.165 -0.341  -0.008
C2 3.818 -0.368 -0.714  0.284
C3 3.613 0.288 -1.913  -0.107
C4 2.180 0.324 -2.089  0.622
C5 1.528 -0.646 -1.187  -0.114
B1 1.054 2.056 0.890  -0.277
O1 0.675 1.147 1.868  0.016
C6 0.086 2.214 2.620  0.050
C7 0.260 3.538 1.721  -0.044
C8 -0.223 4.732 2.465  0.041
C9 -0.439 3.339 0.390  0.866
O2 0.137 2.309 -0.223  0.274
C10 1.866 3.678 1.386  0.030
O3 2.336 2.513 0.703  0.017
O4 2.561 -0.690 -0.160  0.055
H1 5.884 -0.487 -0.338  0.009
H2 4.935 -1.698 0.615  0.001
H3 5.278 -1.933 -1.084  0.021
H4 4.394 0.449 -2.661  0.009
H5 1.728 1.184 -2.659  -0.035
H6 -0.995 1.980 2.789  0.035
H7 0.677 2.284 3.541  0.008
H8 0.025 5.578 1.846  -0.009
H9 -1.296 4.611 2.607  -0.012
H10 0.315 4.728 3.403  0.003
H11 1.183 -1.719 -0.903  0.128
H12 -1.180 3.940 -0.098  -0.066
H13 2.014 4.531 0.676  0.013
H14 2.490 3.680 2.280  0.010
C11 -3.547 -2.228 2.568  0.080
C12 -3.681 -1.113 1.657  -0.013
C13 -2.508 -0.273 1.805  -0.027
C14 -1.668 -0.872 2.826  0.056
C15 -2.308 -2.075 3.290  -0.038
Fe1 -2.015 -2.097 1.323  1.881
C16 -1.114 -3.832 1.068  0.007
C17 -2.216 -3.676 0.128  0.144
C18 -2.003 -2.454 -0.624  -0.049
C19 -0.725 -1.900 -0.191  0.074
C20 0.135 -0.703 -0.906  0.122
C21 -0.365 -0.620 -2.369  -0.027
C22 -0.942 0.512 -2.895  0.019
C23 -1.232 0.549 -4.267  -0.003
C24 -0.934 -0.552 -5.077  0.007
C25 -0.405 -1.717 -4.505  -0.005
C26 -0.138 -1.746 -3.140  0.037
C27 -0.190 -2.728 0.867  -0.121
H15 -4.306 -3.001 2.758  0.012
H16 -4.551 -0.879 1.036  0.003
H17 -2.326 0.689 1.323  0.026
H18 -0.766 -0.419 3.246  -0.001
H19 -1.957 -2.686 4.126  -0.001
H20 -1.005 -4.677 1.738  -0.004
H21 -3.012 -4.384 -0.039  0.012
H22 -2.669 -2.078 -1.400  -0.013
H23 -0.159 0.140 -0.275  0.001
H24 -1.229 1.363 -2.256  -0.004
H25 -1.670 1.439 -4.700  0.000
H26 -1.119 -0.517 -6.154  0.001
H27 -0.215 -2.599 -5.104  0.001
H28 0.171 -2.712 -2.693  0.004
H29 0.741 -2.550 1.403  0.001

---

[2]
A molecular structure, C27H29ClHgN2O7P in a non-equilibrium geometry. Source: OMol25; level of theory: wB97M-V/def2-TZVPD.

For the HOMO-LUMO gap (alpha / beta), the calculation gives 2.79 / 5.57 eV. The calculated total energy comes out at -2637.4634 hartree. As for the net charge: -2. Its spin multiplicity is 2.

Each line ends with the Mulliken spin population.
Cartesian coordinates (Å):
Hg1 0.330 -0.096 0.118  0.002
O1 -2.074 -0.046 0.178  -0.009
C1 -2.830 0.175 1.238  0.100
C2 -4.006 -0.542 1.444  0.025
C3 -4.830 -0.341 2.570  0.289
C4 -4.479 0.632 3.499  -0.182
C5 -3.324 1.379 3.323  0.448
C6 -2.441 1.171 2.212  -0.309
C7 -1.226 1.889 2.131  0.218
N1 -0.237 1.861 1.176  0.127
C8 0.727 2.761 1.564  -0.072
C9 0.380 3.370 2.720  0.100
N2 -0.874 2.856 3.074  0.082
H1 -4.269 -1.284 0.697  -0.008
H2 -5.722 -0.943 2.712  0.036
H3 -5.106 0.814 4.367  -0.013
H4 -3.088 2.145 4.055  0.098
H5 1.618 2.893 0.969  -0.007
H6 0.876 4.124 3.308  0.020
H7 -1.223 2.851 4.014  0.002
C10 3.985 -2.115 4.147  -0.001
C11 2.486 -1.918 4.189  0.004
C12 1.774 -2.784 5.028  0.000
C13 0.413 -2.663 5.203  0.002
Cl1 -0.404 -3.790 6.270  0.001
C14 -0.308 -1.675 4.560  -0.022
C15 0.378 -0.833 3.707  -0.029
C16 1.753 -0.944 3.497  0.007
O2 2.230 -0.016 2.628  0.007
C17 3.490 -0.184 1.996  0.003
C18 3.643 0.638 0.686  -0.002
O3 4.818 0.987 0.473  0.000
O4 2.640 0.814 -0.057  0.004
H8 4.268 -2.862 4.890  0.000
H9 4.527 -1.200 4.385  0.000
H10 4.331 -2.464 3.176  0.000
H11 2.311 -3.565 5.552  0.000
H12 -1.373 -1.557 4.708  0.006
H13 -0.164 -0.068 3.165  0.063
H14 3.628 -1.229 1.704  -0.001
H15 4.302 0.130 2.649  0.000
C19 1.980 -4.786 0.469  0.001
C20 2.655 -3.849 -0.303  -0.001
C21 2.140 -2.566 -0.458  0.002
C22 0.944 -2.169 0.151  -0.006
C23 0.277 -3.139 0.906  -0.002
C24 0.779 -4.425 1.067  0.002
H16 2.393 -5.779 0.609  0.000
H17 3.598 -4.108 -0.774  0.000
H18 2.698 -1.852 -1.055  0.000
H19 -0.658 -2.882 1.396  0.001
H20 0.235 -5.143 1.672  0.000
C25 0.012 1.219 -4.098  0.000
O5 -1.071 0.355 -3.844  -0.002
P1 -1.547 0.283 -2.213  0.018
O6 -2.718 -0.802 -2.526  -0.002
C26 -2.511 -2.144 -2.122  0.000
O7 -2.439 1.638 -2.295  0.001
C27 -2.742 2.451 -1.165  -0.015
H21 0.391 1.005 -5.100  0.000
H22 0.824 1.076 -3.371  0.000
H23 -0.296 2.272 -4.059  0.000
H24 -3.491 -2.603 -1.987  0.000
H25 -1.962 -2.191 -1.178  0.001
H26 -1.962 -2.701 -2.888  -0.001
H27 -2.993 3.441 -1.553  -0.001
H28 -1.895 2.525 -0.483  0.009
H29 -3.595 2.050 -0.616  0.006

---

Copy entry 2 word for word.
A molecular structure, C27H29ClHgN2O7P in a non-equilibrium geometry. Source: OMol25; level of theory: wB97M-V/def2-TZVPD.

For the HOMO-LUMO gap (alpha / beta), the calculation gives 2.79 / 5.57 eV. The calculated total energy comes out at -2637.4634 hartree. As for the net charge: -2. Its spin multiplicity is 2.

Each line ends with the Mulliken spin population.
Cartesian coordinates (Å):
Hg1 0.330 -0.096 0.118  0.002
O1 -2.074 -0.046 0.178  -0.009
C1 -2.830 0.175 1.238  0.100
C2 -4.006 -0.542 1.444  0.025
C3 -4.830 -0.341 2.570  0.289
C4 -4.479 0.632 3.499  -0.182
C5 -3.324 1.379 3.323  0.448
C6 -2.441 1.171 2.212  -0.309
C7 -1.226 1.889 2.131  0.218
N1 -0.237 1.861 1.176  0.127
C8 0.727 2.761 1.564  -0.072
C9 0.380 3.370 2.720  0.100
N2 -0.874 2.856 3.074  0.082
H1 -4.269 -1.284 0.697  -0.008
H2 -5.722 -0.943 2.712  0.036
H3 -5.106 0.814 4.367  -0.013
H4 -3.088 2.145 4.055  0.098
H5 1.618 2.893 0.969  -0.007
H6 0.876 4.124 3.308  0.020
H7 -1.223 2.851 4.014  0.002
C10 3.985 -2.115 4.147  -0.001
C11 2.486 -1.918 4.189  0.004
C12 1.774 -2.784 5.028  0.000
C13 0.413 -2.663 5.203  0.002
Cl1 -0.404 -3.790 6.270  0.001
C14 -0.308 -1.675 4.560  -0.022
C15 0.378 -0.833 3.707  -0.029
C16 1.753 -0.944 3.497  0.007
O2 2.230 -0.016 2.628  0.007
C17 3.490 -0.184 1.996  0.003
C18 3.643 0.638 0.686  -0.002
O3 4.818 0.987 0.473  0.000
O4 2.640 0.814 -0.057  0.004
H8 4.268 -2.862 4.890  0.000
H9 4.527 -1.200 4.385  0.000
H10 4.331 -2.464 3.176  0.000
H11 2.311 -3.565 5.552  0.000
H12 -1.373 -1.557 4.708  0.006
H13 -0.164 -0.068 3.165  0.063
H14 3.628 -1.229 1.704  -0.001
H15 4.302 0.130 2.649  0.000
C19 1.980 -4.786 0.469  0.001
C20 2.655 -3.849 -0.303  -0.001
C21 2.140 -2.566 -0.458  0.002
C22 0.944 -2.169 0.151  -0.006
C23 0.277 -3.139 0.906  -0.002
C24 0.779 -4.425 1.067  0.002
H16 2.393 -5.779 0.609  0.000
H17 3.598 -4.108 -0.774  0.000
H18 2.698 -1.852 -1.055  0.000
H19 -0.658 -2.882 1.396  0.001
H20 0.235 -5.143 1.672  0.000
C25 0.012 1.219 -4.098  0.000
O5 -1.071 0.355 -3.844  -0.002
P1 -1.547 0.283 -2.213  0.018
O6 -2.718 -0.802 -2.526  -0.002
C26 -2.511 -2.144 -2.122  0.000
O7 -2.439 1.638 -2.295  0.001
C27 -2.742 2.451 -1.165  -0.015
H21 0.391 1.005 -5.100  0.000
H22 0.824 1.076 -3.371  0.000
H23 -0.296 2.272 -4.059  0.000
H24 -3.491 -2.603 -1.987  0.000
H25 -1.962 -2.191 -1.178  0.001
H26 -1.962 -2.701 -2.888  -0.001
H27 -2.993 3.441 -1.553  -0.001
H28 -1.895 2.525 -0.483  0.009
H29 -3.595 2.050 -0.616  0.006

---

- What is the net charge in the first record?
  0

---

- Number 1 is which compound?
  C27H29BFeO4